Computed, not measured: C17H16N3O8SW as an isolated structure, with ωB97M-V/def2-TZVPD.

Results
* HOMO level: -11.2 eV
* LUMO energy: -5.66 eV
* energy: -51394.808 eV
* total charge: +1
* frontier orbital gap: 0.2029 Ha
* strongest force on any atom: 1.18 eV Å⁻¹

Cartesian coordinates (Å):
W: -0.291 -0.834 -0.470
O: 2.349 0.059 -3.487
C: 1.435 0.133 -2.728
O: 0.953 -0.888 -2.005
C: 0.651 1.362 -2.452
C: 0.820 2.606 -3.021
C: -0.027 3.628 -2.606
C: -1.000 3.380 -1.641
C: -1.078 2.109 -1.123
N: -0.272 1.149 -1.540
C: -1.992 1.616 -0.067
O: -2.941 2.186 0.373
O: -1.597 0.395 0.346
H: 1.594 2.753 -3.761
H: 0.074 4.618 -3.030
H: -1.678 4.145 -1.288
O: 1.092 -0.033 2.738
C: 1.543 -0.504 1.754
O: 1.144 -0.043 0.457
C: 2.540 -1.585 1.604
C: 3.726 -1.484 2.321
C: 4.701 -2.457 2.187
C: 4.476 -3.536 1.342
C: 3.290 -3.644 0.631
C: 2.312 -2.660 0.740
S: 0.816 -2.988 -0.185
H: 3.871 -0.641 2.986
H: 5.630 -2.373 2.734
H: 5.232 -4.302 1.228
H: 3.121 -4.493 -0.020
C: -0.545 -2.700 3.719
O: -1.889 -2.438 3.229
C: -2.063 -1.984 2.012
O: -1.096 -1.695 1.280
N: -3.354 -1.904 1.702
N: -3.810 -1.451 0.465
H: -0.694 -3.340 4.580
H: -0.079 -1.764 4.001
H: 0.032 -3.209 2.952
H: -3.999 -2.111 2.452
H: -4.177 -0.508 0.541
H: -4.524 -2.083 0.127
C: -1.711 -1.612 -1.847
H: -2.131 -2.525 -1.407
H: -1.268 -1.879 -2.805
H: -2.543 -0.927 -2.024

Cartesian forces (eV/Å) of the 3 atoms listed first:
-0.18 0.41 -0.03
-0.04 0.05 0.01
0.12 -0.51 -0.07